# 1
A structure of composition C32H40ClFMoNO6P, computed with ωB97M-V/def2-TZVPD.

The geometry in XYZ format:
```
83
C32H40ClFMoNO6P | the Open Molecules 2025 dataset | ωB97M-V/def2-TZVPD
Mo 0.5147 -0.0129 -1.1687
C -0.1344 2.7148 5.6258
C -1.3366 3.0726 4.7732
C -2.6400 2.6038 5.3920
C -3.8197 3.0694 4.5628
C -3.6635 2.6307 3.1363
C -4.7582 2.4752 2.3221
C -4.6150 2.0435 1.0007
F -5.7154 1.9130 0.2657
C -3.4012 1.7433 0.4592
C -2.2615 1.8960 1.2683
C -0.9628 1.5892 0.7506
O -0.8851 1.1803 -0.4997
C 0.1430 1.7516 1.5662
C -0.0524 2.2186 2.8659
N -1.2347 2.5000 3.3720
C -2.3880 2.3435 2.5979
C 1.5577 1.5081 1.1689
O 2.4856 1.8363 1.8453
O 1.7525 0.8768 -0.0150
H -0.3478 3.0274 6.6468
H 0.7778 3.2293 5.3289
H 0.0409 1.6378 5.6378
H -1.3806 4.1549 4.6206
H -2.6953 3.0080 6.4019
H -2.6310 1.5136 5.4819
H -3.8952 4.1603 4.5981
H -4.7562 2.6798 4.9603
H -5.7550 2.6739 2.6953
H -3.3150 1.3974 -0.5592
H 0.8123 2.3678 3.4929
C -1.2954 -6.1415 1.5063
C -0.0133 -5.4642 1.9001
C 1.1407 -6.2141 2.1153
C 2.3171 -5.6069 2.5198
Cl 3.7296 -6.5770 2.7746
C 2.3826 -4.2388 2.7381
C 1.2470 -3.4771 2.5181
C 0.0796 -4.0899 2.0925
O -1.0527 -3.2808 1.9026
C -1.3727 -3.0723 0.5664
C -0.6220 -1.9224 -0.0384
O -0.7924 -1.6137 -1.2794
O 0.1917 -1.1825 0.5815
H -1.3720 -7.1117 1.9939
H -1.3456 -6.3218 0.4295
H -2.1658 -5.5544 1.7957
H 1.1142 -7.2884 1.9874
H 3.3031 -3.7863 3.0782
H 1.2522 -2.4083 2.6806
H -2.4367 -2.8321 0.4731
H -1.1886 -3.9437 -0.0732
C 2.4661 2.5571 -5.2090
C 2.5006 2.3758 -3.6875
C 3.9318 2.3710 -3.1384
P 1.6607 0.8480 -3.1635
C -0.1042 0.7747 -3.6542
C -0.5287 -0.0276 -4.8867
C -0.7250 2.1778 -3.6006
C 2.6068 -0.6832 -3.5220
C 2.0056 -1.7846 -2.6340
C 2.7951 -1.1325 -4.9698
H 3.0120 3.4663 -5.4624
H 1.4553 2.6614 -5.6004
H 2.9544 1.7315 -5.7247
H 1.9407 3.1816 -3.2057
H 4.5579 1.6583 -3.6770
H 3.9732 2.1436 -2.0720
H 4.3639 3.3600 -3.2856
H -0.6390 0.2173 -2.8093
H -0.0358 0.3652 -5.7761
H -1.6056 0.0652 -5.0247
H -0.2897 -1.0859 -4.7963
H -0.4704 2.7295 -4.5045
H -0.4038 2.7531 -2.7323
H -1.8096 2.0859 -3.5592
H 3.5912 -0.4441 -3.1030
H 1.0654 -2.1894 -3.0068
H 1.9084 -1.4593 -1.5593
H 2.7043 -2.6099 -2.4869
H 1.8542 -1.2327 -5.5061
H 3.2890 -2.1054 -4.9806
H 3.4349 -0.4449 -5.5191
```

## Properties
- HOMO level (alpha / beta): -12.757 / -12.757 eV
- Frontier orbital gap (alpha / beta): 5.98 / 5.54 eV
- Net charge: +2
- LUMO (alpha / beta): -6.776 / -7.219 eV
- 2S+1: 3

From a Mulliken analysis of the wavefunction, the atomic charges in e read: Mo -1.366; C -1.871; C 0.502; C -0.921; C -1.002; C 1.196; C -0.716; C -0.134; F -0.330; C -1.061; C 0.651; C 2.052; O -0.996; C -0.194; C -0.425; N 0.172; C -0.802; C 0.068; O -0.600; O -0.288; H 0.428; H 0.534; H 0.408; H 0.180; H 0.371; H 0.342; H 0.348; H 0.495; H 0.563; H 0.677; H 0.740; C -1.576; C 0.915; C -0.617; C 0.148; Cl -0.194; C -0.718; C -0.325; C 0.217; O -0.566; C -0.503; C 0.878; O -0.569; O -0.340; H 0.485; H 0.297; H 0.358; H 0.469; H 0.454; H 0.521; H 0.421; H 0.292; C -1.184; C 0.837; C -1.664; P 1.572; C 1.009; C -1.792; C -1.705; C 0.399; C -1.769; C -1.387; H 0.446; H 0.290; H 0.209; H 0.502; H 0.391; H 0.399; H 0.504; H 0.264; H 0.394; H 0.463; H 0.366; H 0.444; H 0.332; H 0.416; H 0.548; H 0.291; H 0.752; H 0.550; H 0.235; H 0.446; H 0.369

---

# 2
A structure of composition C52H73BrCsN5O2P2S2Si3, computed with ωB97M-V/def2-TZVPD.

The geometry in XYZ format:
```
141
C52H73BrCsN5O2P2S2Si3 | the Open Molecules 2025 dataset | ωB97M-V/def2-TZVPD
Cs -0.1710 -0.9377 1.1023
C 4.6312 0.4936 -3.4699
Si 3.4214 -0.6822 -2.5796
C 4.3330 -2.3467 -2.4229
C 2.0160 -0.9815 -3.8244
N 2.7731 -0.1282 -1.1495
P 3.2556 0.5333 0.2049
C 2.1972 0.5879 1.4574
P 1.8748 1.1969 2.9345
N 0.3491 1.1108 3.4098
Si -0.4471 1.3042 4.8719
C -2.1838 2.0126 4.5630
C 0.3687 2.4734 6.1395
C -0.6982 -0.3354 5.7977
C 2.7965 0.3051 4.2776
C 2.7050 -1.0875 4.2371
C 3.2584 -1.8760 5.2270
C 3.9269 -1.2888 6.2958
C 4.0090 0.0916 6.3646
C 3.4396 0.8783 5.3699
C 2.4117 2.9440 3.1415
C 1.4721 3.9550 2.9842
C 1.8435 5.2869 3.0423
C 3.1681 5.6333 3.2738
C 4.1192 4.6331 3.4232
C 3.7427 3.3017 3.3408
C 4.8317 -0.3413 0.6305
C 6.0572 -0.0596 0.0261
C 7.1817 -0.8276 0.2847
C 7.0989 -1.9123 1.1485
C 5.8807 -2.2145 1.7397
C 4.7655 -1.4352 1.4796
C 3.8479 2.2272 -0.2366
C 3.0916 2.9327 -1.1682
C 3.4011 4.2387 -1.5007
C 4.4893 4.8716 -0.9117
C 5.2493 4.1846 0.0228
C 4.9224 2.8795 0.3617
H 4.8897 0.0869 -4.4521
H 5.5583 0.6181 -2.9109
H 4.2006 1.4849 -3.6129
H 4.6333 -2.7378 -3.3988
H 3.6808 -3.0803 -1.9458
H 5.2266 -2.2545 -1.8028
H 2.3670 -1.3989 -4.7690
H 1.4914 -0.0475 -4.0333
H 1.2880 -1.6697 -3.3908
H -2.1102 3.0146 4.1361
H -2.7831 2.0721 5.4720
H -2.7161 1.3906 3.8419
H 0.7930 3.3660 5.6804
H 1.1663 1.9688 6.6865
H -0.3809 2.7938 6.8704
H -1.2272 -1.0566 5.1723
H -1.2668 -0.2049 6.7213
H 0.2697 -0.7722 6.0535
H 2.1683 -1.5485 3.4113
H 3.1604 -2.9545 5.1682
H 4.3707 -1.9049 7.0699
H 4.5096 0.5672 7.2015
H 3.4892 1.9559 5.4683
H 0.4361 3.6801 2.8233
H 1.0942 6.0600 2.9105
H 3.4593 6.6767 3.3249
H 5.1606 4.8877 3.5869
H 4.4995 2.5302 3.4258
H 6.1390 0.7708 -0.6654
H 8.1225 -0.5819 -0.1963
H 7.9733 -2.5188 1.3569
H 5.7957 -3.0596 2.4137
H 3.8146 -1.6747 1.9355
H 2.2530 2.4329 -1.6396
H 2.7914 4.7672 -2.2260
H 4.7360 5.8946 -1.1739
H 6.0935 4.6675 0.5026
H 5.5155 2.3655 1.1086
C -4.1863 3.2112 -1.1183
C -4.8885 1.8642 -1.3532
C -6.3292 2.1624 -1.7963
C -4.9423 1.1615 0.0110
Si -3.9306 0.8146 -2.6651
Br -2.1223 0.0765 -1.5887
C -3.2507 1.8811 -4.1288
C -2.0892 2.7843 -3.6869
C -4.3347 2.7820 -4.7384
C -2.6956 0.9822 -5.2433
C -4.9052 -0.7437 -3.2362
C -5.9509 -0.4088 -4.3079
C -5.6315 -1.4011 -2.0507
C -3.9652 -1.8209 -3.7952
H -4.6719 3.7193 -0.2805
H -4.2486 3.8745 -1.9813
H -3.1359 3.0816 -0.8544
H -6.8011 2.8171 -1.0566
H -6.9383 1.2602 -1.8605
H -6.3801 2.6733 -2.7594
H -5.5377 1.7809 0.6888
H -3.9500 1.0570 0.4482
H -5.3837 0.1687 -0.0163
H -2.3961 3.5591 -2.9872
H -1.6844 3.2833 -4.5728
H -1.2809 2.2161 -3.2275
H -4.6944 3.5276 -4.0293
H -5.1954 2.2236 -5.1090
H -3.9085 3.3261 -5.5884
H -1.9129 0.3183 -4.8732
H -2.2471 1.6158 -6.0150
H -3.4634 0.3765 -5.7242
H -6.6493 0.3673 -3.9897
H -6.5379 -1.3091 -4.5170
H -5.5043 -0.0933 -5.2521
H -6.4278 -0.7770 -1.6444
H -4.9467 -1.6610 -1.2415
H -6.0926 -2.3271 -2.4065
H -3.3527 -1.4873 -4.6315
H -4.5648 -2.6692 -4.1393
H -3.2985 -2.1902 -3.0191
N -3.4355 -6.1754 -4.4447
C -3.3194 -5.5954 -3.1689
C -2.2254 -4.7973 -2.8522
C -2.1436 -4.1834 -1.6141
C -3.1426 -4.3611 -0.6695
C -4.2308 -5.1630 -0.9790
C -4.3251 -5.7699 -2.2199
S -3.0540 -3.5250 0.9204
O -3.6875 -4.4367 1.8535
O -3.6887 -2.2395 0.7265
N -1.5285 -3.2524 1.1699
C -0.6437 -4.2229 1.4807
S -0.9837 -5.9296 1.5278
C 0.6868 -6.2287 1.8395
C 1.3521 -5.0482 1.9105
N 0.6120 -3.9196 1.7272
H -2.5424 -6.3119 -4.8945
H -3.9546 -7.0410 -4.4362
H -1.4355 -4.6481 -3.5790
H -1.2892 -3.5647 -1.3706
H -4.9969 -5.3169 -0.2310
H -5.1848 -6.3880 -2.4556
H 1.0860 -7.2195 1.9749
H 2.4102 -4.9471 2.1084
```

## Properties
- HOMO level: -1.542 eV
- Energy above the lowest of the compared OMol25 structures with the same formula, charge and spin: 0.00 kcal per mole
- Frontier orbital gap: 5.01 eV
- Net charge: -2
- LUMO: 3.473 eV

Mulliken atomic charge list, values in e, 99 entries: Cs 1.898; C -1.095; Si -0.011; C -0.928; C -0.920; N 0.232; P 1.190; C -1.640; P 0.409; N 0.454; Si 0.013; C -1.057; C -1.112; C -1.037; C 0.417; C -0.998; C -0.542; C -0.702; C -0.717; C -0.313; C 0.196; C -0.701; C -0.764; C -0.634; C -0.981; C 0.180; C 0.063; C 0.040; C -0.901; C -0.628; C -0.803; C -0.367; C 0.240; C -0.832; C -0.738; C -0.559; C -0.740; C 0.078; H 0.404; H 0.273; H 0.278; H 0.344; H 0.236; H 0.222; H 0.310; H 0.195; H 0.097; H 0.259; H 0.299; H 0.218; H 0.298; H 0.280; H 0.453; H 0.265; H 0.331; H 0.245; H 0.513; H 0.475; H 0.345; H 0.393; H 0.587; H 0.429; H 0.404; H 0.347; H 0.410; H 0.749; H 0.337; H 0.372; H 0.346; H 0.420; H 0.433; H 0.559; H 0.397; H 0.359; H 0.372; H 0.411; C -2.169; C 2.546; C -1.825; C -2.162; Si -0.406; Br -0.419; C 2.670; C -1.990; C -1.877; C -2.087; C 2.933; C -1.931; C -2.050; C -1.673; H 0.602; H 0.336; H 0.355; H 0.549; H 0.300; H 0.275; H 0.533; H 0.387; H 0.387